Record 1
The following is a quantum chemistry calculation of a structure of composition C40H47IrN8P2S3Si, from the Open Molecules 2025 dataset.

Results
<S²>: 8.789
HOMO (alpha / beta) in eV: -9.48 / -11.54
Multiplicity: 6
Charge: +1
E_tot in Ha: -4261.37082
Relative energy (zero: lowest compared OMol25 entry of this formula, charge and spin) in eV: 0.000

Geometry as XYZ:
```
102
Properties=species:S:1:pos:R:3:forces:R:3:lowdin_spin:R:1
Ir 0.1844 -0.8708 -0.5438 0.18 0.31 -0.18 2.1258
C 0.4237 -5.3154 4.6607 -0.05 0.07 -0.01 0.0024
Si -0.7691 -3.9441 4.2055 -0.03 -0.04 0.05 0.0068
C -1.8915 -4.5449 2.8351 0.05 0.03 0.05 0.0095
C -1.7799 -3.4003 5.6855 0.04 -0.02 -0.04 0.0016
C 0.3576 -2.4514 3.7753 0.05 0.00 0.01 0.0585
C 1.2857 -2.1056 4.7654 0.02 0.01 -0.01 -0.0039
C 2.1943 -1.0787 4.5764 -0.01 -0.05 0.04 0.0534
C 2.1917 -0.4152 3.3580 -0.07 -0.06 -0.12 0.0038
N 1.3375 -0.7129 2.3867 -0.04 0.09 0.03 0.0613
C 0.4347 -1.6774 2.6072 -0.06 -0.08 0.10 0.0456
S -0.7689 -1.8757 1.3363 0.01 -0.04 0.00 0.6470
H -0.1270 -6.2057 4.9737 0.00 0.02 -0.01 0.0004
H 1.0889 -5.0360 5.4801 -0.02 -0.01 -0.01 0.0000
H 1.0453 -5.5925 3.8061 -0.02 0.01 0.01 0.0000
H -2.3931 -5.4456 3.2022 0.02 0.02 0.00 0.0009
H -1.3409 -4.8202 1.9335 0.00 0.01 0.01 0.0037
H -2.6611 -3.8235 2.5594 0.02 -0.01 0.02 0.0016
H -2.3952 -4.2253 6.0527 0.02 0.01 -0.02 0.0002
H -2.4481 -2.5743 5.4305 0.02 -0.02 -0.01 0.0000
H -1.1445 -3.0713 6.5111 -0.01 -0.01 -0.02 0.0000
H 1.3000 -2.6486 5.7045 -0.01 0.01 -0.03 -0.0013
H 2.9011 -0.8046 5.3476 0.00 0.00 -0.01 0.0030
H 2.9053 0.3743 3.1453 0.01 0.02 0.01 -0.0002
C -1.1089 1.6467 1.6425 -0.01 0.00 -0.01 0.0204
P -0.1491 1.5774 0.0954 0.03 0.07 -0.02 0.1274
C 1.5038 2.1396 0.6908 -0.01 -0.02 -0.05 0.0093
N 1.5274 3.1914 1.4661 0.08 0.05 0.03 0.0022
C 2.7292 3.6237 1.9279 -0.03 -0.01 -0.01 0.0017
C 2.7949 4.7623 2.7652 -0.02 0.00 -0.01 -0.0002
C 4.0064 5.1879 3.2242 0.01 0.00 0.00 0.0009
C 5.1972 4.5011 2.8778 0.00 0.01 0.01 -0.0001
C 5.1593 3.3973 2.0783 0.00 -0.02 -0.02 0.0007
C 3.9150 2.9379 1.5858 -0.02 -0.04 -0.02 0.0011
N 3.8667 1.8265 0.8068 -0.03 0.05 0.06 0.0075
C 2.7015 1.4308 0.3609 0.02 -0.02 -0.07 0.0123
P 2.6674 -0.1549 -0.5904 -0.09 0.07 0.14 0.1503
C 3.9451 -1.1124 0.2849 -0.04 0.01 -0.01 0.0256
C 3.4625 0.2078 -2.2399 0.03 -0.02 0.01 0.0258
C 2.5979 1.2140 -2.9911 0.00 0.02 -0.01 0.0068
C 3.5147 -1.1003 -3.0351 0.01 -0.01 -0.01 0.0009
C 4.8786 0.7637 -2.0784 0.02 0.05 -0.01 0.0086
C -0.8322 3.0440 -0.8732 0.03 0.05 -0.04 0.0264
C 0.2077 3.5386 -1.8793 -0.02 -0.01 0.03 0.0013
C -2.0709 2.5817 -1.6443 -0.01 -0.07 0.00 0.0018
C -1.2288 4.1973 0.0566 0.00 0.00 -0.02 0.0074
H -0.8961 2.5830 2.1540 -0.02 0.01 0.02 0.0025
H -0.8249 0.8149 2.2817 0.01 -0.02 0.01 0.0044
H -2.1738 1.5811 1.4147 0.05 0.01 0.00 0.0003
H 1.8749 5.2726 3.0191 0.01 -0.02 -0.01 0.0000
H 4.0663 6.0604 3.8617 0.00 -0.02 -0.01 0.0001
H 6.1440 4.8623 3.2567 -0.01 0.00 0.00 0.0000
H 6.0543 2.8549 1.8024 -0.02 0.01 0.00 0.0000
H 4.7998 -0.4692 0.4822 0.02 0.01 0.01 0.0039
H 4.2483 -1.9593 -0.3289 0.00 0.00 0.02 0.0038
H 3.5463 -1.4900 1.2228 -0.01 -0.01 0.00 0.0017
H 1.5693 0.8575 -3.0984 0.00 0.00 0.01 0.0068
H 3.0045 1.3596 -3.9950 -0.01 0.01 0.02 0.0002
H 2.5922 2.1838 -2.4906 0.00 -0.02 -0.01 0.0001
H 2.5148 -1.4582 -3.2732 -0.02 -0.01 0.00 0.0013
H 4.0630 -1.8912 -2.5198 -0.01 0.02 0.00 -0.0001
H 4.0308 -0.9137 -3.9797 -0.01 0.00 0.01 -0.0001
H 4.8959 1.6837 -1.4945 0.01 -0.03 -0.02 0.0003
H 5.2727 0.9848 -3.0738 -0.01 0.00 0.01 0.0022
H 5.5548 0.0460 -1.6136 -0.02 0.00 0.00 0.0004
H 0.4762 2.7615 -2.5932 -0.01 0.00 0.02 0.0006
H 1.1129 3.9068 -1.3926 0.00 -0.02 0.00 0.0000
H -0.2224 4.3683 -2.4449 0.00 0.00 0.01 0.0002
H -1.8007 1.8589 -2.4166 -0.02 0.00 0.04 0.0005
H -2.5216 3.4507 -2.1306 0.01 -0.01 0.00 0.0000
H -2.8264 2.1356 -0.9915 0.03 0.01 -0.02 0.0000
H -0.4039 4.5189 0.6892 0.00 0.00 0.00 0.0003
H -2.0795 3.9416 0.6893 0.03 0.00 -0.02 0.0002
H -1.5310 5.0427 -0.5670 0.00 -0.02 0.00 0.0021
S -0.3234 -1.9529 -2.6058 0.13 -0.15 0.10 0.4228
C 0.7459 -3.2678 -2.7661 -0.12 0.11 -0.07 0.1520
C 0.8296 -3.8364 -4.0773 0.06 -0.05 -0.13 0.0128
N 0.9036 -4.2505 -5.1478 -0.03 0.02 0.08 0.0484
C 1.5209 -3.7905 -1.7412 0.02 0.04 0.06 0.1079
S 1.4985 -3.1958 -0.1629 0.02 -0.15 -0.13 0.6016
C 2.4034 -4.8853 -2.0202 0.01 -0.19 -0.02 0.0117
N 3.1086 -5.7703 -2.2252 -0.01 0.11 0.03 0.0200
N -9.0606 0.6809 -6.7787 0.06 -0.01 0.06 0.0000
C -8.2739 0.5101 -5.9591 -0.14 0.02 -0.14 0.0000
C -7.2914 0.2998 -4.9337 0.03 -0.01 0.05 0.0001
C -6.0809 0.9857 -4.9882 0.03 -0.01 0.04 0.0000
C -5.1394 0.7960 -3.9917 -0.04 -0.04 -0.01 0.0001
C -5.4105 -0.0934 -2.9616 -0.03 -0.01 0.00 0.0006
C -6.6105 -0.7885 -2.9038 0.01 0.04 -0.03 0.0002
C -7.5585 -0.5846 -3.8906 0.05 0.01 0.02 0.0000
N -4.4380 -0.2906 -1.9403 0.05 0.06 0.09 0.0014
C -4.6555 -0.2786 -0.5806 -0.01 -0.07 0.04 0.0033
C -3.4371 -0.4792 -0.0078 -0.01 0.11 -0.06 0.0092
N -2.4745 -0.5994 -0.9855 -0.18 -0.12 0.11 0.1075
C -3.1136 -0.4902 -2.1273 0.07 0.02 -0.03 0.0050
H -5.8892 1.6744 -5.7991 -0.01 -0.01 0.00 0.0000
H -4.2072 1.3465 -4.0011 -0.02 0.00 -0.01 0.0000
H -6.7929 -1.4921 -2.1024 0.00 0.00 0.00 0.0000
H -8.4997 -1.1155 -3.8631 0.00 0.00 -0.01 0.0000
H -5.6345 -0.1227 -0.1609 0.03 -0.01 -0.02 0.0005
H -3.1943 -0.5368 1.0401 -0.04 -0.02 -0.02 0.0053
H -2.6818 -0.5568 -3.1144 -0.01 -0.01 0.05 -0.0002
```
Positions in Å, forces in eV/Å.

=====

Record 2
The following is a quantum chemistry calculation of a cluster of 6 separate species, C40H47N7O8 in total, from the Open Molecules 2025 dataset.

Results
<S²>: 0.755
HOMO (alpha / beta) in eV: -11.37 / -11.37
Multiplicity: 2
Charge: +1
E_tot in Ha: -2537.29583

Geometry as XYZ:
```
102
Properties=species:S:1:pos:R:3:forces:R:3:lowdin_spin:R:1
C -33.1744 -22.8059 5.6834 0.07 -0.76 -0.43 0.0000
C -33.1129 -24.1782 5.4172 -0.46 0.77 0.13 0.0000
C -33.0872 -25.0506 6.4726 -0.38 -0.89 0.34 0.0000
C -33.0412 -24.6455 7.8166 0.49 0.31 -0.51 0.0001
C -33.0536 -23.2588 8.0868 0.76 -0.44 0.57 0.0000
C -33.1277 -22.3745 6.9805 -0.36 0.41 1.60 0.0000
C -32.8990 -22.7873 9.5486 -1.57 4.49 -0.41 -0.0001
O -32.9651 -21.5360 9.8434 0.68 -4.27 -1.30 -0.0001
C -32.8098 -23.7780 10.6253 0.51 -2.19 1.04 0.0001
C -32.7163 -23.3671 11.9874 0.19 -0.13 -0.80 0.0002
C -32.4422 -24.2376 13.0690 -0.22 3.14 -0.58 0.0002
C -32.2182 -25.5412 12.8267 -1.11 -1.64 -0.68 0.0001
C -32.5203 -25.9757 11.5591 -0.47 -1.09 -4.29 0.0005
C -32.7840 -25.1981 10.3554 0.94 2.09 1.65 -0.0001
C -32.9101 -25.6970 8.8727 -0.93 -2.07 2.52 0.0000
O -33.0048 -26.9202 8.7091 0.43 2.51 -0.45 -0.0001
H -33.3176 -22.1086 4.8713 0.13 0.14 0.02 0.0000
H -33.2190 -24.5521 4.4095 0.14 -0.01 -0.05 0.0000
H -33.2272 -26.0962 6.2414 0.37 -0.24 0.26 0.0000
H -33.2579 -21.3208 7.1788 0.22 0.13 0.19 0.0000
H -32.8492 -22.3038 12.1220 0.00 0.09 0.37 0.0000
H -32.4199 -23.8022 14.0571 0.13 -0.06 0.12 0.0000
H -32.0828 -26.3023 13.5810 0.28 0.19 0.20 0.0000
H -32.5976 -27.0222 11.3032 0.38 -0.43 0.48 0.0000
C -28.2096 -16.8359 8.8725 -0.34 -0.41 -1.88 0.0003
C -27.0310 -17.5136 8.6041 -0.45 1.19 -2.12 0.0005
C -26.5190 -17.4379 7.2696 -0.33 -0.35 1.23 0.0002
C -27.2058 -16.8023 6.2198 0.37 -0.64 0.43 0.0000
C -28.4339 -16.1571 6.4822 -0.61 -0.98 1.06 0.0002
C -28.9400 -16.1980 7.7862 1.17 -0.47 1.91 -0.0001
C -29.3340 -15.6922 5.3691 1.76 0.44 -1.98 0.0000
O -30.5017 -15.4620 5.4629 -0.90 -0.01 0.83 0.0001
C -28.6372 -15.4852 4.0062 0.67 -0.33 0.92 0.0000
C -29.3276 -14.9750 2.9193 -0.08 -0.08 -0.29 0.0000
C -28.7104 -14.8406 1.6650 -0.48 0.94 1.43 0.0000
C -27.3569 -15.0315 1.5736 1.10 -0.49 0.29 0.0000
C -26.6006 -15.4464 2.6921 -0.81 -0.84 -0.38 0.0000
C -27.2477 -15.7777 3.8797 -1.39 -0.54 -0.73 0.0000
C -26.5810 -16.7491 4.8252 -2.79 3.84 1.69 0.0000
O -25.5137 -17.1555 4.5948 3.31 -2.26 -0.67 0.0000
H -28.5457 -17.0494 9.8764 -0.87 0.83 0.10 0.0000
H -26.5568 -18.0515 9.4116 0.42 -0.05 -0.16 0.0001
H -25.5681 -17.9405 7.1718 0.11 0.11 -0.85 0.0000
H -29.8706 -15.7241 8.0618 -0.20 0.01 -0.40 0.0000
H -30.3681 -14.7012 3.0131 -0.10 -0.09 0.20 0.0000
H -29.2774 -14.3708 0.8749 -0.01 -0.41 -0.32 0.0000
H -26.8961 -14.9689 0.5988 0.29 0.29 0.04 0.0000
H -25.5666 -15.7503 2.6222 0.13 0.21 -0.26 0.0000
C -25.4882 -16.0946 12.0355 2.20 3.08 0.06 0.0000
O -25.9740 -17.0792 12.4193 -4.14 -5.99 1.35 0.0002
N -24.3242 -15.7576 12.4833 4.55 1.57 1.40 0.0000
N -25.9883 -15.1982 11.2261 -2.87 1.10 -2.77 0.0000
H -23.8707 -16.3448 13.1686 0.01 0.21 -0.38 0.0000
H -23.7948 -15.0583 11.9826 0.22 -0.25 0.44 0.0000
H -26.8497 -15.5337 10.8193 -0.06 0.73 -0.22 0.0000
H -25.7760 -14.2112 11.1985 0.08 -0.45 0.11 0.0000
C -22.2277 -20.0387 11.4386 1.44 -0.03 -0.08 0.0000
O -21.4736 -19.1585 11.2716 2.82 5.45 0.29 0.0000
N -22.3400 -20.8979 10.5313 -1.48 -4.88 -5.41 0.0000
N -22.8274 -20.3527 12.5138 -3.22 0.60 7.82 0.0000
H -22.9807 -21.6595 10.7031 0.31 -0.09 -1.09 0.0000
H -21.9331 -20.5870 9.6607 -0.30 -0.88 -0.19 0.0000
H -22.6699 -19.7087 13.2757 0.12 0.08 -0.14 0.0000
H -23.3484 -21.1349 12.8836 0.28 -0.27 -1.19 0.0000
C -27.7288 -18.3749 15.8480 -4.42 0.14 -1.02 0.0000
O -28.7169 -18.7829 16.4827 1.63 0.16 -0.18 0.0002
N -27.9036 -17.6191 14.7421 -1.30 1.50 -1.35 0.0007
N -26.4836 -18.7108 15.9885 3.90 -1.77 1.62 0.0000
H -28.8518 -17.3753 14.4937 0.16 -0.03 0.41 0.0000
H -27.2163 -17.3063 14.0714 0.35 -0.30 0.23 0.0000
H -26.2654 -19.4284 16.6649 0.04 0.40 0.09 0.0000
H -25.7208 -18.1664 15.6119 -0.33 -0.16 0.03 0.0000
C -28.5747 -21.8040 7.8502 -2.18 1.16 -0.50 0.0153
C -28.2922 -22.3300 9.2352 2.32 -1.49 -1.33 0.0518
C -26.7375 -22.6153 9.1912 -0.26 0.05 2.22 -0.0001
C -26.2297 -22.8665 10.6500 1.42 -0.97 -0.61 0.0001
C -26.3454 -21.6373 11.5485 -1.01 -1.76 -1.52 0.0009
C -27.8840 -21.3310 11.5748 2.41 1.61 1.98 0.0589
N -28.5869 -21.3298 10.2782 -1.04 -2.12 0.72 0.6349
O -29.9568 -21.0866 10.3747 2.10 0.80 -0.12 0.0706
C -28.5404 -22.3017 12.6634 -0.27 1.19 -1.42 0.0528
C -27.8338 -19.9027 12.0861 -2.18 1.72 0.03 0.0259
C -29.0894 -23.6792 9.4529 0.36 0.71 -0.43 0.0514
H -28.2414 -20.7664 7.8326 0.24 -0.09 -0.60 0.0003
H -29.6393 -21.7878 7.6171 -0.49 0.43 0.60 0.0000
H -28.3088 -22.3886 6.9695 1.26 -0.21 0.58 0.0007
H -26.5176 -23.4679 8.5488 -0.43 -0.15 0.15 -0.0003
H -26.1797 -21.8000 8.7305 -0.25 0.36 0.14 0.0004
H -25.2130 -23.2589 10.6268 0.43 0.43 -0.31 -0.0001
H -26.6871 -23.7679 11.0578 -0.70 0.22 0.16 0.0000
H -25.6504 -20.8726 11.2019 -0.62 0.49 -0.34 0.0010
H -26.0635 -21.7802 12.5916 -0.15 -0.41 -0.04 0.0004
H -28.2086 -22.0608 13.6734 0.37 0.25 -0.29 0.0037
H -29.5887 -22.0045 12.6339 -0.28 -0.83 0.22 0.0011
H -28.2835 -23.3340 12.4260 -0.53 0.04 0.07 0.0019
H -27.3124 -19.7578 13.0323 0.27 -0.34 -0.27 0.0017
H -27.4942 -19.1912 11.3334 0.77 -0.29 0.01 -0.0002
H -28.8282 -19.4890 12.2535 -0.39 -0.28 0.36 -0.0002
H -28.8252 -24.2651 8.5725 -0.01 0.01 -0.04 0.0046
H -30.1574 -23.4814 9.3624 -0.07 -0.17 0.26 0.0019
H -28.8202 -24.2936 10.3121 -0.12 0.41 0.19 0.0010
H -30.2438 -21.9548 10.6669 -1.19 -0.62 0.19 0.0162
```
Positions in Å, forces in eV/Å.